No. 1
214
Properties=species:S:1:pos:R:3:lowdin_charge:R:1 method="wB97M-V/def2-TZVPD" e_homo_ha=-0.317 e_above_lowest_kcal_mol=81.26 energy_ev=-100624.23498
C -1.4256 1.2810 7.5585 -0.232
C -0.1939 0.6775 8.2800 -0.193
O 0.9761 0.9167 7.4756 -0.090
O -1.1292 1.1703 6.1985 -0.085
H -1.5059 2.3145 7.8887 0.114
H -2.3887 0.7892 7.7980 0.125
H -0.2894 -0.4101 8.4312 0.109
H 0.0172 1.0952 9.2361 0.102
H 0.7737 0.9176 6.5576 0.027
H -1.8527 1.6382 5.7986 0.035
C -1.9644 -3.7432 0.3545 -0.051
C -0.8806 -4.3478 -0.5187 -0.418
C -1.4317 -4.6589 -1.9259 -0.194
O -2.6282 -5.4105 -2.0132 -0.181
C -2.4112 -6.7257 -1.7755 -0.156
N 0.3286 -3.5314 -0.7303 0.079
H -1.6324 -3.5123 1.3769 0.074
H -2.9021 -4.2733 0.3074 0.075
H -2.2795 -2.7275 -0.0223 0.061
H -0.5100 -5.3070 -0.1154 0.115
H -0.6568 -5.2456 -2.5027 0.133
H -1.6037 -3.7335 -2.4159 0.109
H -3.4129 -7.1901 -1.7022 0.105
H -2.0304 -6.8766 -0.7422 0.092
H -1.7780 -7.1684 -2.4727 0.067
H 1.2134 -4.0096 -0.4296 0.052
H 0.3141 -2.6654 -0.2841 0.019
C 4.9235 -1.9261 2.1359 -0.051
C 3.7592 -2.6245 2.7943 -0.425
C 4.0863 -3.3742 4.1274 -0.178
O 5.1720 -4.2757 3.8750 -0.164
C 4.5813 -5.5870 3.7429 -0.092
N 2.6632 -1.6664 2.8244 0.065
H 5.6233 -2.5759 1.6476 0.067
H 5.4802 -1.3670 2.8768 0.082
H 4.5775 -1.2136 1.4142 0.045
H 3.4636 -3.4525 2.0735 0.110
H 3.1681 -3.8184 4.5253 0.087
H 4.3548 -2.6355 4.8693 0.116
H 4.0024 -5.6441 2.8195 0.065
H 4.0439 -5.8307 4.5822 0.043
H 5.3837 -6.3691 3.8153 0.105
H 2.9715 -0.8338 3.3018 0.054
H 1.7617 -1.9377 3.2303 0.041
C -4.8482 -1.8168 -1.1269 -0.058
C -5.1699 -0.8762 0.0243 -0.430
C -4.9131 -1.6000 1.3135 -0.217
O -5.3716 -0.7439 2.3431 -0.211
C -5.4461 -1.2331 3.6908 -0.084
N -4.3328 0.3493 -0.0738 0.071
H -5.1496 -2.8278 -0.8865 0.070
H -3.7516 -1.8844 -1.2654 0.064
H -5.2964 -1.5081 -2.1051 0.094
H -6.2079 -0.6077 0.0136 0.129
H -3.8001 -1.7375 1.3992 0.125
H -5.4325 -2.5427 1.2891 0.120
H -4.4804 -1.6531 4.0645 0.091
H -6.0961 -2.1507 3.7400 0.092
H -5.8520 -0.3854 4.2378 0.074
H -4.6292 1.0509 0.6675 0.077
H -4.4942 0.7985 -0.9915 0.070
C 0.2648 4.3936 3.3315 -0.074
C 1.6879 4.5425 2.8508 -0.376
C 2.6238 3.4117 3.3806 -0.240
O 2.3566 3.1985 4.7525 -0.216
C 3.0891 1.9757 5.2374 -0.032
N 1.7663 4.5840 1.3139 0.045
H -0.1179 3.4354 3.0499 0.042
H -0.4162 5.0983 2.8674 0.070
H 0.2083 4.6213 4.4051 0.089
H 2.0896 5.4846 3.1610 0.116
H 3.6624 3.8247 3.1921 0.133
H 2.5331 2.5014 2.7396 0.125
H 4.1600 2.0527 4.9251 0.096
H 2.5501 1.1405 4.6899 0.074
H 2.8077 1.9568 6.3188 0.084
H 2.5606 4.0493 0.9965 0.047
H 1.7812 5.5106 0.9491 0.046
C -2.9061 2.2189 -8.0148 -0.105
C -4.0782 2.3476 -7.0886 -0.441
C -3.5456 2.6219 -5.6426 -0.184
O -4.5037 2.2918 -4.6182 -0.196
C -4.2162 2.7359 -3.3184 -0.121
N -5.0562 3.3116 -7.5824 0.061
H -2.2129 3.1354 -8.0447 0.093
H -3.1953 2.0682 -9.0848 0.084
H -2.2622 1.3344 -7.7174 0.089
H -4.5156 1.3387 -7.0758 0.141
H -3.1739 3.6507 -5.4636 0.106
H -2.5551 2.0598 -5.4179 0.130
H -3.2606 2.3952 -2.9336 0.081
H -5.0156 2.3401 -2.7454 0.062
H -4.1468 3.8348 -3.3567 0.083
H -4.6320 4.1874 -7.8030 0.066
H -5.8461 3.2975 -7.0108 0.047
C 1.8371 -0.5927 -4.8536 -0.079
C 2.1886 0.7995 -5.2856 -0.440
C 0.9645 1.7038 -5.0472 -0.194
O 1.2329 3.0279 -5.5057 -0.195
C 0.1266 3.8645 -5.4850 -0.113
N 3.3175 1.3652 -4.4977 0.076
H 0.9807 -0.8771 -5.4475 0.070
H 1.5368 -0.6705 -3.7590 0.096
H 2.6859 -1.2360 -5.2042 0.088
H 2.2805 0.7616 -6.3804 0.139
H 0.6651 1.7452 -3.9480 0.131
H 0.1880 1.2706 -5.7322 0.128
H -0.2155 4.0750 -4.4677 0.082
H -0.6048 3.4101 -6.0846 0.044
H 0.4186 4.8529 -5.8697 0.101
H 4.1600 0.8671 -4.7149 0.045
H 3.4890 2.2919 -4.7989 0.053
C 0.3136 1.0357 -1.0358 -0.055
C -1.0567 0.7968 -0.4603 -0.462
C -1.0222 -0.0498 0.7667 -0.137
O -0.1328 0.7072 1.6861 -0.205
C -0.3229 0.4401 3.0445 -0.137
N -1.6479 2.0704 -0.2455 0.058
H 0.9893 1.4868 -0.2778 0.090
H 0.3077 1.7625 -1.8130 0.050
H 0.7915 0.1548 -1.4044 0.061
H -1.7033 0.1945 -1.2212 0.156
H -0.6909 -1.0489 0.5624 0.090
H -1.9236 -0.0740 1.3463 0.094
H -1.3814 0.5420 3.4790 0.096
H 0.3901 1.0459 3.6012 0.069
H -0.1048 -0.5997 3.3078 0.068
H -0.9603 2.7226 0.1415 0.080
H -2.4146 2.1254 0.4329 0.048
C 0.4681 -6.9858 3.2520 -0.046
C 0.2260 -5.4704 3.2384 -0.414
C 0.5093 -4.8225 4.5719 -0.254
O 0.3705 -3.4257 4.5228 -0.209
C 0.4950 -2.9384 5.8444 -0.112
N 1.2338 -4.8616 2.3365 0.077
H 0.1179 -7.5329 4.0952 0.062
H 1.5272 -7.1620 3.2506 0.060
H 0.0786 -7.4460 2.2852 0.099
H -0.8052 -5.2255 3.0308 0.122
H 1.5660 -5.1097 4.8729 0.127
H -0.1401 -5.2011 5.3323 0.116
H 0.8974 -1.9320 5.7185 0.072
H 1.2271 -3.5443 6.4766 0.113
H -0.5034 -2.8210 6.3716 0.107
H 1.1183 -5.3089 1.4263 0.031
H 1.0104 -3.8534 2.2522 0.070
C -5.1592 2.8069 4.1745 -0.075
C -3.9813 2.8175 3.3246 -0.456
C -3.8940 3.8580 2.1708 -0.184
O -4.8012 3.3818 1.1987 -0.222
C -4.5883 4.0066 -0.0293 -0.142
N -2.8055 2.7801 4.1652 0.049
H -5.1919 3.7029 4.8017 0.089
H -5.1444 2.0018 4.8880 0.067
H -6.0750 2.6295 3.5851 0.100
H -4.0176 1.8593 2.6837 0.150
H -2.8854 3.9166 1.7190 0.111
H -4.2310 4.9004 2.4375 0.143
H -3.5544 3.8832 -0.4579 0.059
H -4.8762 5.1142 -0.0255 0.111
H -5.2622 3.4317 -0.7513 0.098
H -2.0345 2.7846 3.4723 0.054
H -2.6167 3.6192 4.7258 0.100
C 7.7475 -1.5597 -1.3164 -0.051
C 6.8232 -1.5500 -2.5521 -0.415
C 5.7775 -0.3756 -2.4283 -0.169
O 4.9566 -0.7362 -1.3088 -0.209
C 4.0685 0.2737 -0.9444 -0.129
N 7.6663 -1.4380 -3.7194 0.036
H 8.2504 -2.4913 -1.3592 0.061
H 7.1980 -1.4437 -0.3386 0.086
H 8.4299 -0.7230 -1.2937 0.069
H 6.2786 -2.4625 -2.5916 0.112
H 5.2187 -0.3536 -3.3738 0.096
H 6.2547 0.5773 -2.3137 0.115
H 3.4709 -0.0375 -0.0546 0.088
H 3.4188 0.5749 -1.7244 0.048
H 4.6087 1.1889 -0.6634 0.091
H 7.2226 -1.4615 -4.6099 0.057
H 8.3218 -0.6570 -3.6138 0.081
C -3.0126 9.0238 -5.0576 -0.089
C -3.0288 7.5156 -4.9439 -0.437
C -2.5157 7.0405 -3.5543 -0.208
O -2.1996 5.6431 -3.4575 -0.219
C -1.8145 5.4369 -2.0879 -0.125
N -4.3732 7.0145 -5.3770 0.028
H -2.1172 9.4285 -4.6043 0.063
H -3.8904 9.4301 -4.4964 0.088
H -3.0363 9.4188 -6.1097 0.095
H -2.3265 7.1666 -5.7295 0.137
H -3.2876 7.2578 -2.8005 0.121
H -1.5996 7.6562 -3.2679 0.134
H -0.8855 6.0262 -1.7192 0.120
H -1.7346 4.3378 -1.8974 0.070
H -2.6748 5.6810 -1.4553 0.059
H -5.1179 7.4471 -4.8460 0.056
H -4.3170 5.9563 -5.2429 0.082
C 5.4204 -6.0902 -0.3389 -0.029
C 4.1080 -5.3398 -0.1604 -0.392
C 4.0257 -4.1240 -0.9880 -0.205
O 3.9765 -4.4618 -2.3720 -0.180
C 3.1881 -3.6965 -3.2007 -0.150
N 2.8176 -6.1498 -0.2824 0.074
H 5.7913 -5.9432 -1.3362 0.071
H 5.3610 -7.1283 -0.1975 0.054
H 6.1620 -5.6536 0.3571 0.093
H 4.0338 -4.9933 0.8552 0.081
H 4.8938 -3.4522 -0.8757 0.125
H 3.1407 -3.5626 -0.6746 0.110
H 3.0028 -2.6051 -2.8815 0.093
H 2.1739 -4.1232 -3.2692 0.076
H 3.5681 -3.5650 -4.2520 0.090
H 2.6625 -6.3982 -1.2412 0.062
H 2.9867 -7.0575 0.0783 0.050

No. 2
227
Properties=species:S:1:pos:R:3:lowdin_charge:R:1 method="wB97M-V/def2-TZVPD" e_homo_ha=-0.299 e_above_lowest_kcal_mol=85.83 energy_ev=-170699.12502
C 4.2097 4.8225 4.7417 -0.162
N 4.4172 3.5410 5.2674 -0.294
C 3.3520 2.6378 4.8533 -0.117
P 5.7417 3.1629 6.3057 0.565
O 6.1030 4.2783 7.2118 -0.292
N 5.2067 1.7382 7.0972 -0.274
C 4.0551 1.7556 8.1356 -0.072
C 5.9123 0.4812 7.2124 -0.143
N 6.8972 2.6727 5.2041 -0.310
C 8.2678 3.1558 5.4075 -0.108
C 6.6684 1.6534 4.1671 -0.087
H 5.0821 5.4722 4.8127 0.081
H 3.5470 5.4087 5.3785 0.086
H 3.8616 4.8916 3.7111 0.056
H 2.8356 2.9008 3.9301 0.045
H 2.5487 2.6767 5.5891 0.078
H 3.6897 1.6155 4.6836 0.049
H 3.4790 2.6804 8.1043 0.071
H 3.3799 0.9117 7.9943 0.069
H 4.5023 1.6159 9.1198 0.070
H 5.8306 0.0861 8.2249 0.077
H 5.5146 -0.2761 6.5368 0.040
H 6.9446 0.5432 6.8679 0.071
H 8.2709 4.2341 5.5667 0.077
H 8.7888 2.5310 6.1329 0.079
H 8.8503 3.0616 4.4910 0.075
H 7.3833 0.8391 4.2846 0.085
H 6.8309 2.0511 3.1653 0.064
H 5.6893 1.2020 4.3277 0.053
C -7.7244 -8.3108 -1.1877 -0.110
N -6.6658 -7.3632 -1.5872 -0.318
C -6.6068 -7.1146 -2.9914 -0.139
P -5.3014 -7.0908 -0.5111 0.593
O -5.5877 -7.3740 0.8919 -0.280
N -3.9966 -8.0538 -1.1042 -0.297
C -4.2175 -9.5202 -1.2180 -0.096
C -2.6464 -7.8800 -0.6375 -0.171
N -4.8878 -5.4754 -0.8857 -0.275
C -4.0325 -5.1280 -2.0615 -0.116
C -5.4324 -4.2899 -0.1659 -0.087
H -8.6125 -7.8931 -1.6620 0.081
H -7.8439 -8.3041 -0.1043 0.074
H -7.5031 -9.3149 -1.5494 0.067
H -6.8653 -8.0168 -3.5458 0.087
H -5.5650 -6.9280 -3.2522 0.053
H -7.1259 -6.2021 -3.2845 0.085
H -4.2089 -9.9048 -0.1981 0.083
H -5.2052 -9.7694 -1.6059 0.063
H -3.4662 -10.0304 -1.8208 0.084
H -2.3491 -8.3963 0.2753 0.081
H -1.8895 -8.1288 -1.3815 0.085
H -2.4203 -6.8464 -0.3755 0.057
H -3.7807 -6.0380 -2.6062 0.054
H -4.5382 -4.4823 -2.7794 0.081
H -3.0778 -4.7426 -1.7035 0.068
H -5.7263 -3.4850 -0.8395 0.042
H -4.7319 -3.6734 0.3973 0.065
H -6.2607 -4.6204 0.4609 0.084
C -3.5453 -0.4823 0.6239 -0.124
N -2.3127 0.1549 0.2880 -0.296
C -1.4884 -0.5922 -0.7002 -0.085
P -1.8015 1.6245 1.0294 0.678
O -2.7100 2.1039 2.1432 -0.313
N -0.1797 1.3727 1.6538 -0.284
C 0.1188 0.0726 2.3314 -0.115
C 0.5387 2.5099 2.1445 -0.126
N -1.4859 2.7023 -0.2892 -0.275
C -2.1985 3.9511 -0.4141 -0.121
C -0.4595 2.4444 -1.3922 -0.083
H -3.5342 -0.5926 1.7082 0.073
H -3.5014 -1.4766 0.1794 0.070
H -4.4195 0.1123 0.3588 0.055
H -1.6731 -1.6649 -0.6412 0.067
H -0.4468 -0.3941 -0.4475 0.056
H -1.7006 -0.2153 -1.7007 0.070
H 0.3056 0.2233 3.3947 0.049
H -0.6784 -0.6701 2.3002 0.077
H 1.1136 -0.3256 2.1319 0.048
H -0.0591 2.9037 2.9666 0.078
H 1.5107 2.2372 2.5555 0.064
H 0.6607 3.2574 1.3606 0.051
H -3.2363 3.8155 -0.1098 0.043
H -1.7959 4.6232 0.3437 0.068
H -2.1616 4.4451 -1.3851 0.084
H 0.3796 1.8304 -1.0652 0.049
H 0.0300 3.3556 -1.7362 0.027
H -0.9287 1.9642 -2.2509 0.067
C 1.0222 -3.5400 -2.2065 -0.097
N 1.1597 -4.5810 -1.1864 -0.318
C 1.1044 -5.9287 -1.6824 -0.126
P 1.3595 -4.2148 0.4953 0.628
O 1.2466 -2.8065 0.9647 -0.289
N 0.1727 -5.2069 1.2006 -0.301
C -0.9666 -4.6216 1.7828 -0.146
C 0.1940 -6.6827 1.3328 -0.089
N 2.9012 -4.9706 0.7767 -0.307
C 3.3318 -5.1582 2.1394 -0.138
C 4.0601 -4.5059 -0.0795 -0.059
H 1.2578 -3.9620 -3.1835 0.081
H 1.6656 -2.6930 -1.9683 0.059
H 0.0056 -3.1470 -2.2136 0.065
H 0.0505 -6.1232 -1.8814 0.075
H 1.4336 -6.6723 -0.9566 0.062
H 1.6742 -6.0552 -2.6030 0.084
H -1.3676 -3.7786 1.2202 0.068
H -1.7882 -5.3045 1.9988 0.093
H -0.6549 -4.1772 2.7280 0.064
H 0.0361 -6.8992 2.3894 0.089
H -0.5841 -7.1303 0.7144 0.046
H 1.1751 -7.0544 1.0372 0.064
H 4.4031 -5.3526 2.1910 0.081
H 3.2685 -4.2609 2.7550 0.068
H 2.8136 -5.9852 2.6250 0.075
H 4.8714 -5.2068 0.1169 0.082
H 4.2205 -3.5132 0.3411 0.065
H 3.7735 -4.5537 -1.1300 0.070
C 4.2912 -1.3265 -2.9035 -0.120
N 5.3132 -0.3662 -2.5225 -0.307
C 6.3422 -0.1077 -3.5406 -0.119
P 5.6639 0.1286 -0.9103 0.573
O 6.6861 -0.7005 -0.2567 -0.281
N 5.8851 1.7998 -0.9178 -0.293
C 6.3408 2.5055 0.2580 -0.123
C 5.1032 2.6457 -1.8732 -0.098
N 4.1452 -0.0961 -0.1142 -0.289
C 2.8901 0.5957 -0.5412 -0.090
C 4.2507 -0.5230 1.2622 -0.121
H 4.6928 -2.0369 -3.6261 0.083
H 3.4475 -0.7833 -3.3290 0.072
H 3.9877 -1.9668 -2.0753 0.058
H 5.9101 0.1922 -4.4953 0.075
H 7.0262 -0.9492 -3.6503 0.084
H 6.9160 0.7830 -3.2843 0.071
H 5.6038 2.5976 1.0557 0.070
H 7.2616 2.1359 0.7091 0.081
H 6.5582 3.5227 -0.0678 0.079
H 4.7886 2.0778 -2.7488 0.052
H 4.1556 2.8478 -1.3739 0.056
H 5.6088 3.5901 -2.0746 0.082
H 2.8899 0.7256 -1.6235 0.058
H 2.0240 -0.0066 -0.2671 0.062
H 2.9252 1.5725 -0.0588 0.069
H 5.0760 -0.0059 1.7516 0.065
H 4.5141 -1.5801 1.2271 0.055
H 3.2886 -0.5297 1.7745 0.062
C -7.0619 -1.1909 -1.0084 -0.151
N -8.0307 -0.2018 -1.3905 -0.299
C -9.4651 -0.5875 -1.2911 -0.088
P -7.6563 1.4226 -1.6640 0.611
O -8.8397 2.2230 -2.1537 -0.321
N -6.8263 2.0244 -0.2668 -0.296
C -6.1016 3.3320 -0.2035 -0.074
C -7.3277 1.6557 1.0331 -0.146
N -6.4468 1.5051 -2.8764 -0.307
C -5.1856 0.8108 -2.7045 -0.138
C -6.5242 2.5465 -3.9473 -0.087
H -6.3157 -0.8173 -0.3073 0.055
H -6.6124 -1.5869 -1.9190 0.079
H -7.5389 -2.0419 -0.5222 0.079
H -9.8487 -0.2698 -0.3216 0.077
H -9.6463 -1.6527 -1.4346 0.080
H -10.0418 -0.0929 -2.0727 0.072
H -5.2127 3.3231 0.4273 0.062
H -5.6875 3.3502 -1.2116 0.060
H -6.7883 4.1744 -0.1208 0.089
H -6.6049 1.6656 1.8489 0.079
H -8.1678 2.3034 1.2837 0.084
H -7.6964 0.6299 1.0328 0.063
H -5.0993 0.2055 -1.8021 0.037
H -4.9641 0.2272 -3.5981 0.086
H -4.3778 1.5219 -2.5322 0.070
H -7.1835 3.3644 -3.6564 0.072
H -6.8290 2.1132 -4.8999 0.075
H -5.4898 2.8716 -4.0585 0.069
C 0.9661 7.1127 -4.7195 -0.179
N 1.2523 5.7861 -5.0030 -0.305
C 0.6945 4.7605 -4.0083 -0.084
P 2.4053 5.3734 -6.2382 0.630
O 3.3359 6.4608 -6.6764 -0.303
N 3.2666 4.0609 -5.5925 -0.291
C 2.7446 2.7511 -5.1413 -0.118
C 4.5882 4.3657 -5.0672 -0.131
N 1.4716 4.7153 -7.5707 -0.295
C -0.0213 4.8441 -7.7088 -0.105
C 2.1726 4.4971 -8.8485 -0.125
H 1.5620 7.3647 -3.8424 0.090
H -0.0960 7.3532 -4.7668 0.087
H 1.4302 7.7903 -5.4362 0.075
H 0.1933 3.9174 -4.4839 0.061
H -0.0909 5.2422 -3.4260 0.074
H 1.5441 4.4170 -3.4181 0.050
H 2.5751 2.6245 -4.0720 0.063
H 1.7430 2.7648 -5.5709 0.057
H 3.1819 1.8729 -5.6164 0.081
H 5.1659 3.4579 -4.8936 0.072
H 5.1915 4.9797 -5.7359 0.072
H 4.5206 4.9750 -4.1659 0.078
H -0.5227 4.6542 -6.7598 0.056
H -0.3114 5.8187 -8.1013 0.075
H -0.3963 4.0839 -8.3940 0.073
H 1.5656 4.8320 -9.6896 0.077
H 2.5459 3.4801 -8.9693 0.074
H 2.9870 5.2197 -8.9009 0.065
C 1.2923 -2.2753 4.7268 -0.056
C 2.5974 -1.6974 4.9223 -0.269
N 3.6492 -1.2725 5.0481 0.163
H 0.6688 -1.4466 4.3916 0.042
H 0.8466 -2.6611 5.6437 0.092
H 1.3771 -3.0917 4.0095 0.071
C -2.4505 0.2738 4.9889 -0.077
C -2.3787 -1.1453 4.7704 -0.294
N -2.3390 -2.3089 4.6276 0.144
H -1.8722 0.9005 4.3099 0.054
H -2.1799 0.4519 6.0297 0.093
H -3.5263 0.4108 4.8802 0.093
C 2.0253 6.1017 1.8135 -0.045
C 1.7980 5.4356 0.5111 -0.257
N 1.6497 4.9801 -0.5225 0.163
H 3.0822 6.3348 1.9429 0.078
H 1.7673 5.3303 2.5390 0.064
H 1.4856 7.0455 1.8924 0.091
C -3.4234 4.0676 4.6097 -0.065
C -2.5601 5.0175 3.9195 -0.297
N -1.8599 5.7111 3.3968 0.137
H -3.7081 4.4228 5.6001 0.082
H -3.0204 3.0558 4.6528 0.048
H -4.3730 4.0409 4.0753 0.083

Lowest unoccupied orbital energy readings, ordered: 0.53 0.15 eV